This record from the Open Molecules 2025 dataset describes a 2-piece molecular cluster, C6H15NO overall. The level of theory is ωB97M-V/def2-TZVPD.

```
23
Properties=species:S:1:pos:R:3:forces:R:3:nbo_charge:R:1
H -0.450018 1.793506 -1.656831 -0.3 0.0 -0.6 0.1708
H -2.073192 1.419791 -2.354111 0.5 -0.1 0.0 0.1942
H -0.937761 -2.278233 -0.134080 -0.1 1.5 -0.8 0.2009
H 1.866581 0.514827 2.863140 -0.1 1.3 -0.6 0.2344
H -2.226998 1.134861 -0.131829 0.9 0.8 1.0 0.2271
H -0.377988 1.695134 1.424046 -0.2 -1.4 -0.6 0.2188
H 0.981475 1.453060 0.616740 0.2 -1.1 -0.4 0.2385
H -2.365815 -0.353523 -0.692187 1.4 0.1 -0.2 0.2023
H 0.122322 0.766479 3.295747 0.3 -0.5 0.2 0.2078
H -0.116895 -0.720745 -2.436128 0.2 0.1 0.2 0.3573
C -0.470921 -0.179641 0.318902 0.3 -1.2 0.1 0.0141
C -1.527048 0.406146 -0.530546 -3.3 -1.5 -2.2 -0.4603
H 3.085526 -1.755266 0.301373 0.2 0.0 0.1 0.4649
C -0.251881 -1.511751 0.294123 -1.7 -1.1 -0.1 -0.4559
H 2.274613 -0.621920 -0.248578 -0.1 0.2 0.0 0.4721
H -1.262333 -0.274391 -3.466605 0.2 -0.2 -0.2 0.3504
H 0.924653 -0.737460 2.545038 -1.0 1.0 0.3 0.2112
C 0.824438 0.393115 2.548198 0.2 -2.7 -0.7 -0.6225
O 3.074500 -0.793454 0.257941 0.0 -0.2 0.0 -0.9342
H 0.307513 -2.222338 0.871003 1.4 1.0 0.9 0.2086
C 0.259958 0.795120 1.144912 1.2 3.4 2.1 -0.4730
N -0.509047 0.093713 -2.895450 -0.8 -0.1 -0.1 -0.8278
C -1.151682 0.982969 -1.934817 0.8 0.5 1.5 -0.1998
```
Positions in Å, forces in eV/Å.

HOMO level   -9.3 eV
Structure (SMILES)   C=C(CC)CCN.O
Multiplicity   1
ΔE to the lowest compared entry with this formula, charge and spin   289.34 kJ/mol
Kohn-Sham gap   10.08 eV


This record from the Open Molecules 2025 dataset describes a 2-piece molecular cluster, C5H14S overall. The level of theory is ωB97M-V/def2-TZVPD.

```
20
Properties=species:S:1:pos:R:3:forces:R:3:nbo_charge:R:1
H -3.037166 -1.028198 -4.389506 0.6 -1.5 0.6 0.2218
H -1.973068 -2.474405 -3.637877 -0.1 0.6 -1.2 0.2177
C 3.706679 3.259336 3.520025 -3.3 0.7 0.0 -0.6400
C -2.926458 -1.911313 -3.679731 0.8 0.6 1.0 -0.6426
C -4.064590 -2.907526 -3.742129 -3.9 2.5 -1.0 -0.3880
C -4.944415 -2.972197 -2.432778 1.7 1.0 -0.9 -0.6127
H -3.784768 -3.908313 -3.858186 0.8 -1.3 -0.9 0.1944
H 3.572710 4.344819 3.298662 0.7 -0.6 0.2 0.2131
H 4.472166 3.115959 4.232458 1.1 -0.5 0.4 0.2147
S 2.363484 1.025351 2.037476 1.6 1.0 0.9 -0.1185
C 3.655582 2.492761 2.197901 -4.9 1.6 0.8 -0.4291
H -2.826562 -1.456527 -2.674764 -0.7 0.1 -0.2 0.2054
H -5.707554 -3.748006 -2.565663 -0.1 0.5 0.2 0.2069
H 3.189115 3.284150 1.535672 0.4 -1.4 0.1 0.2149
H 2.763330 0.229490 3.089158 -0.1 0.7 -0.7 0.1285
H -5.384831 -1.884770 -2.296559 0.9 -2.5 0.6 0.2125
H 4.545721 2.243752 1.822329 3.4 -1.3 -1.4 0.1950
H -4.127553 -3.419130 -1.756090 -1.8 1.3 0.2 0.2043
H 2.721126 3.070180 4.041935 1.1 0.0 -0.3 0.2215
H -4.799196 -2.540979 -4.620914 1.6 -1.3 1.6 0.1802
```
Positions in Å, forces in eV/Å.

HOMO level   -9.2 eV
Structure (SMILES)   CCC.CCS
Multiplicity   1
ΔE to the lowest compared entry with this formula, charge and spin   193.45 kJ/mol
Kohn-Sham gap   10.13 eV


This record from the Open Molecules 2025 dataset describes one molecule with the formula C4H11NO. The level of theory is ωB97M-V/def2-TZVPD.

```
17
Properties=species:S:1:pos:R:3:forces:R:3:nbo_charge:R:1
H -0.295166 -2.822750 0.291341 0.1 0.1 -0.2 0.2003
H 1.089910 -1.981684 1.022013 0.2 0.1 -0.1 0.1655
H -0.531076 -1.891403 1.732563 0.2 0.1 0.0 0.1962
H -0.695377 0.458904 1.660049 0.0 0.0 0.0 0.2016
C -0.647135 1.767266 -0.080652 -0.6 -0.5 -1.2 -0.0750
H 0.875469 0.770098 0.889348 0.0 -0.5 0.2 0.1409
H -0.377739 -0.571865 -2.086792 0.1 0.2 -0.2 0.1994
C 0.345308 -0.793846 -1.301482 -1.2 0.1 0.3 -0.4324
H -1.051249 1.463715 -1.065295 0.0 0.0 0.5 0.1842
H -1.462368 2.306845 0.406199 0.1 0.0 0.3 0.1671
C -0.194159 0.524035 0.694737 0.6 0.5 0.2 -0.2369
H 0.636539 -1.829427 -1.473875 0.4 0.2 0.0 0.2011
O 0.416069 2.638777 -0.422938 0.7 0.2 0.6 -0.7185
H 1.174219 -0.087752 -1.372479 0.2 -0.2 0.1 0.1915
H 1.059089 2.685450 0.311792 -0.6 0.0 -0.5 0.4615
N -0.364032 -0.732232 0.009086 0.7 -0.7 -1.0 -0.4357
C 0.021697 -1.904129 0.786385 -0.7 0.3 0.8 -0.4106
```
Positions in Å, forces in eV/Å.

HOMO level   -8.6 eV
Structure (SMILES)   CN(C)CCO
Multiplicity   1
ΔE to the lowest compared entry with this formula, charge and spin   161.65 kJ/mol
Kohn-Sham gap   9.63 eV